The following is a DFT calculation (the ωB97M-V functional and the def2-TZVPD basis) of 5 unconnected molecules or ions with the total composition C25H17Cl3O16.

The geometry in XYZ format:
```
61
C25H17Cl3O16 the ωB97M-V functional and the def2-TZVPD basis
O -15.48 -7.97 5.83
C -15.44 -8.40 6.95
C -14.73 -9.60 7.31
C -14.90 -10.03 8.55
O -14.15 -11.06 9.05
C -15.89 -9.45 9.46
O -16.07 -10.10 10.52
C -16.60 -8.27 9.22
C -16.38 -7.67 8.03
O -17.03 -6.53 7.70
H -14.09 -10.02 6.57
H -14.49 -11.33 9.91
H -17.23 -7.96 10.00
H -16.87 -6.27 6.82
O -18.65 -19.01 3.67
C -18.10 -19.07 4.74
C -17.48 -20.33 5.25
C -16.81 -20.30 6.43
O -16.23 -21.38 6.98
C -16.73 -18.98 7.24
O -16.08 -19.03 8.24
C -17.23 -17.74 6.67
C -17.88 -17.76 5.50
O -18.39 -16.69 4.92
H -17.60 -21.22 4.59
H -15.69 -21.04 7.75
H -17.06 -16.82 7.20
H -18.79 -16.99 4.11
O -8.80 -17.55 7.81
C -9.97 -17.50 7.50
C -11.09 -18.22 8.12
C -12.34 -17.87 7.76
O -13.34 -18.38 8.49
C -12.67 -16.82 6.70
O -13.84 -16.70 6.37
C -11.56 -16.14 6.07
C -10.29 -16.45 6.36
O -9.25 -15.95 5.73
H -10.93 -18.91 8.94
H -14.18 -18.20 8.05
H -11.71 -15.38 5.30
H -8.47 -16.38 6.16
O -11.10 -10.97 7.68
C -10.25 -11.51 7.01
C -10.45 -11.76 5.53
C -9.61 -12.51 4.78
O -9.85 -12.87 3.55
C -8.38 -12.98 5.51
O -7.58 -13.64 4.91
C -8.18 -12.73 6.92
C -9.00 -11.97 7.70
O -8.77 -11.79 9.03
H -11.50 -11.52 5.29
H -9.15 -13.42 3.21
H -7.30 -13.20 7.47
H -9.59 -11.44 9.44
Cl -13.61 -13.47 6.32
C -15.22 -14.00 6.07
Cl -16.01 -13.47 4.64
Cl -16.16 -13.56 7.48
H -15.23 -15.06 6.00
```

Values from the calculation:
* structure (SMILES): O=C1C=C(O)C(=O)C=C1O.O=C1C=C(O)C(=O)C=C1O.O=C1C=C(O)C(=O)C=C1O.O=C1C=C(O)C(=O)C=C1O.ClC(Cl)Cl
* lowest unoccupied orbital energy: -1.536 eV
* HOMO energy: -9.7 eV


The following is a DFT calculation (the ωB97M-V functional and the def2-TZVPD basis) of 2 unconnected molecules or ions with the total composition C9H14.

The geometry in XYZ format:
```
23
C9H14 the ωB97M-V functional and the def2-TZVPD basis
C 1.10 -1.97 -0.73
C -2.23 0.58 -0.14
C -1.24 0.96 -1.04
C -2.05 -0.59 0.70
C -0.19 0.11 -1.27
C -1.00 -1.42 0.50
C -0.03 -1.08 -0.45
H -3.12 1.17 0.03
H -1.40 1.82 -1.68
H -2.88 -0.83 1.34
H 0.59 0.39 -1.95
H -0.87 -2.30 1.13
H 1.02 -2.42 -1.73
H 1.14 -2.81 -0.04
H 2.11 -1.54 -0.67
C 2.12 1.82 0.33
C 1.98 1.10 1.65
H 2.34 1.17 -0.52
H 1.20 2.40 0.17
H 2.81 2.65 0.34
H 2.09 1.77 2.49
H 2.74 0.33 1.85
H 1.03 0.54 1.71
```

Values from the calculation:
* lowest unoccupied orbital energy (alpha / beta): -4.472 / -8.195 eV
* total charge: +1
* HOMO energy (alpha / beta): -14.7 / -14.7 eV
* <S²>: 0.768
* multiplicity: 2


The following is a DFT calculation (the ωB97M-V functional and the def2-TZVPD basis) of a molecular structure, C26H26LuN2O7.

The geometry in XYZ format:
```
62
C26H26LuN2O7 the ωB97M-V functional and the def2-TZVPD basis
Lu -1.18 -0.67 0.40
C -2.32 -3.45 -0.76
C -3.37 -3.14 0.09
C -3.15 -2.96 1.45
C -1.87 -3.11 1.96
C -0.81 -3.46 1.12
C -1.03 -3.62 -0.24
H -2.50 -3.61 -1.81
H -4.37 -3.02 -0.31
H -3.97 -2.72 2.10
H -1.70 -3.04 3.03
H 0.17 -3.66 1.53
H -0.22 -3.92 -0.89
O -3.30 -0.27 0.14
C -2.87 0.32 -0.88
O -1.97 -0.24 -1.58
C -3.20 1.79 -1.03
C -2.76 2.46 -2.34
C -3.45 3.82 -2.46
C -2.68 4.63 -1.38
C -1.63 3.60 -0.92
O -1.39 2.82 -2.09
C -2.31 2.61 0.04
C -1.37 1.65 0.73
O -1.73 1.01 1.76
O -0.32 1.26 0.11
H -4.26 1.92 -0.83
H -2.82 1.81 -3.21
H -4.52 3.77 -2.28
H -3.28 4.23 -3.45
H -3.31 4.96 -0.56
H -2.20 5.51 -1.81
H -0.69 4.01 -0.55
H -2.94 3.08 0.79
O 5.27 0.11 3.47
C 4.14 -0.05 4.30
C 2.94 -0.35 3.44
C 1.69 -0.50 4.03
C 0.61 -0.77 3.22
N 0.71 -0.91 1.90
C 1.91 -0.77 1.32
C 3.04 -0.48 2.06
C 1.96 -0.89 -0.18
C 3.12 -0.66 -0.89
C 3.10 -0.69 -2.28
C 4.36 -0.43 -3.07
O 4.13 -0.17 -4.44
C 1.90 -0.99 -2.91
C 0.80 -1.24 -2.13
N 0.81 -1.19 -0.80
H 6.02 0.37 4.01
H 3.93 0.86 4.88
H 4.27 -0.87 5.01
H 1.55 -0.39 5.10
H -0.38 -0.85 3.64
H 4.01 -0.35 1.60
H 4.04 -0.43 -0.38
H 4.98 -1.32 -3.02
H 4.92 0.38 -2.59
H 3.76 0.71 -4.54
H 1.84 -1.02 -3.99
H -0.15 -1.49 -2.59
```

Values from the calculation:
* lowest unoccupied orbital energy: -3.139 eV
* total charge: +1
* HOMO energy: -12.2 eV


Computed values of energy above the lowest of the compared OMol25 structures with the same formula, charge and spin (unit: kJ/mol) for the preceding records, in sequence: 6.1 23.4 0.0.
Computed values of maximum force (unit: hartree/bohr) for the preceding records, in sequence: 0.0778 0.0273 0.0753.